1.
{
  "formula": "C49H60ClO8Y",
  "method": "ωB97M-V/def2-TZVPD",
  "homo_lumo_gap_ev": 5.969,
  "total_charge": -2,
  "elements": ["Y", "Cl", "O", "O", "O", "O", "O", "O", "O", "O", "C", "C", "C", "C", "C", "C", "C", "C", "C", "C", "C", "C", "C", "C", "C", "C", "C", "C", "C", "C", "C", "C", "C", "C", "C", "C", "C", "C", "C", "C", "C", "C", "C", "C", "C", "C", "C", "C", "C", "C", "C", "C", "C", "C", "C", "C", "C", "C", "C", "H", "H", "H", "H", "H", "H", "H", "H", "H", "H", "H", "H", "H", "H", "H", "H", "H", "H", "H", "H", "H", "H", "H", "H", "H", "H", "H", "H", "H", "H", "H", "H", "H", "H", "H", "H", "H", "H", "H", "H", "H", "H", "H", "H", "H", "H", "H", "H", "H", "H", "H", "H", "H", "H", "H", "H", "H", "H", "H", "H"],
  "coordinates": [[-0.023, -0.232, 0.067], [-1.485, -2.285, 2.142], [-1.834, 0.971, 0.036], [3.535, -2.289, 0.994], [1.234, 1.631, -0.063], [2.863, -2.700, -1.722], [1.009, -1.522, -1.320], [-0.295, 0.726, 2.431], [-0.244, 0.755, -2.458], [1.644, -1.109, 1.167], [-5.075, 2.079, 1.189], [-0.246, 4.279, 3.270], [2.386, 4.840, 1.172], [1.667, 2.846, -0.042], [-0.736, 2.010, 2.711], [-3.516, 6.043, 4.221], [-7.104, 3.061, 0.029], [2.133, -2.062, -0.980], [-3.075, 1.198, -2.477], [2.069, 7.853, 0.855], [-2.954, 5.728, -5.270], [-3.073, 6.489, -2.882], [4.452, 7.082, 0.783], [1.941, 3.571, -1.230], [-2.500, 3.527, 3.275], [0.213, 0.066, 3.600], [-3.073, 1.336, 0.024], [-0.263, 4.309, -3.328], [-0.698, 2.032, -2.729], [-8.118, 2.171, 0.764], [1.673, 2.904, -2.562], [-2.093, 2.257, 2.872], [-2.008, 5.940, 3.983], [-2.502, 3.521, -3.234], [-1.616, 4.558, -3.511], [-5.057, 2.081, -1.181], [-7.647, 3.337, -1.375], [-1.592, 4.549, 3.507], [-1.618, 6.984, 2.927], [3.090, 7.013, 0.073], [2.618, 5.563, 0.001], [-5.731, 2.393, -0.004], [-6.995, 4.408, 0.762], [3.245, 7.638, -1.315], [-2.155, 5.911, -3.970], [1.650, 2.828, 2.481], [-2.068, 2.263, -2.840], [-3.125, 1.207, 2.535], [-3.801, 1.544, 1.224], [-1.039, 6.923, -4.238], [0.200, 3.034, 2.856], [-1.294, 6.259, 5.306], [-1.544, -2.008, 0.327], [0.352, 0.112, -3.592], [1.933, 3.535, 1.174], [0.212, 3.069, -2.913], [2.389, 4.884, -1.191], [2.511, -1.821, 0.527], [-3.778, 1.543, -1.185], [1.250, -0.404, -3.270], [-0.599, -0.451, 4.114], [-0.455, 7.117, -3.335], [0.488, 5.072, 3.375], [-3.566, 3.693, 3.383], [-2.114, 6.765, 1.980], [2.298, 3.236, 3.261], [-3.817, 1.095, -3.274], [-3.842, 5.332, 4.984], [2.565, 5.380, -2.140], [1.097, 7.824, 0.358], [-3.806, 5.065, -5.118], [-3.765, 7.051, 4.562], [-1.258, -2.984, -0.079], [0.957, -0.652, 3.266], [-6.970, 3.983, -1.937], [-6.277, 5.055, 0.253], [-5.539, 2.241, -2.141], [-3.473, 7.460, -3.190], [-0.345, -0.628, -3.994], [-2.615, -1.896, 0.123], [-0.542, 6.987, 2.746], [2.393, 8.898, 0.926], [-1.478, 7.868, -4.566], [4.826, 8.111, 0.823], [2.297, 3.369, -3.330], [0.580, 0.843, -4.369], [-7.804, 1.983, 1.792], [-1.539, 5.505, 6.057], [5.179, 6.465, 0.251], [1.863, 1.767, 2.358], [-8.208, 1.207, 0.259], [1.936, 7.469, 1.868], [-7.789, 2.409, -1.934], [-8.615, 3.842, -1.302], [-3.880, 1.153, 3.323], [-2.319, 5.288, -6.042], [2.297, 7.625, -1.857], [3.990, 7.101, -1.907], [-7.965, 4.917, 0.788], [-3.326, 6.692, -5.631], [0.463, 5.102, -3.470], [-0.211, 6.267, 5.180], [4.378, 6.703, 1.803], [-6.652, 4.271, 1.788], [0.660, 0.796, 4.279], [-2.515, 6.620, -1.952], [-5.582, 2.245, 2.137], [-2.638, 0.236, 2.450], [2.573, 5.313, 2.134], [-2.556, 0.248, -2.353], [-1.916, 7.986, 3.252], [-0.363, 6.570, -5.020], [-1.604, 7.240, 5.681], [3.569, 8.678, -1.222], [1.932, 1.849, -2.480], [-9.103, 2.648, 0.788], [-4.073, 5.848, 3.303], [-3.910, 5.820, -2.675], [-3.574, 3.679, -3.308]],
  "atomic_forces_ev_per_a": [[0.25, 1.63, 0.03], [-0.15, -0.20, 0.46], [-0.69, 0.37, -0.11], [0.00, -0.02, -0.10], [0.05, 0.40, -0.02], [0.04, 0.02, 0.08], [0.52, -0.41, -0.47], [0.11, 0.12, 0.19], [0.03, 0.03, 0.00], [0.53, -0.39, 0.25], [-0.07, -0.04, -0.04], [-0.03, 0.05, -0.03], [0.04, 0.04, -0.04], [0.20, 0.26, -0.04], [-0.12, 0.12, 0.08], [0.08, -0.02, -0.04], [-0.04, 0.02, 0.00], [0.08, -0.18, -0.27], [0.01, 0.07, 0.14], [0.01, 0.00, -0.01], [0.03, 0.01, 0.06], [0.03, -0.02, -0.03], [-0.03, -0.02, -0.02], [0.02, -0.14, -0.13], [0.01, 0.01, -0.03], [0.06, -0.11, 0.08], [-0.25, 0.14, -0.03], [-0.04, 0.08, 0.04], [-0.10, 0.09, -0.09], [0.03, 0.02, -0.02], [-0.03, 0.04, 0.21], [0.05, -0.14, -0.02], [-0.03, 0.05, 0.00], [0.01, -0.02, 0.03], [0.03, -0.02, -0.01], [-0.12, -0.04, 0.02], [0.03, -0.01, 0.06], [0.01, -0.01, 0.02], [-0.01, -0.02, 0.01], [0.03, 0.02, 0.01], [-0.03, 0.02, -0.01], [0.03, 0.02, -0.01], [-0.03, -0.02, -0.03], [-0.01, -0.04, 0.02], [-0.03, 0.05, 0.00], [-0.01, 0.03, -0.17], [0.02, -0.08, -0.03], [0.05, 0.05, -0.17], [0.06, -0.05, 0.13], [-0.05, -0.04, 0.03], [0.01, -0.14, 0.00], [-0.04, -0.01, -0.04], [-0.96, -1.12, -0.27], [-0.02, -0.13, -0.13], [0.05, -0.11, 0.11], [0.03, -0.17, 0.01], [0.04, 0.06, 0.04], [0.19, -0.09, 0.34], [0.11, -0.09, -0.04], [-0.02, -0.02, 0.06], [-0.06, 0.04, -0.02], [0.02, 0.00, -0.02], [0.00, -0.02, 0.00], [0.02, 0.01, 0.01], [0.02, 0.01, 0.00], [-0.01, -0.01, 0.04], [0.01, 0.01, -0.04], [-0.04, 0.01, -0.02], [0.00, -0.02, 0.00], [0.00, 0.00, 0.02], [0.00, 0.00, -0.02], [0.00, -0.01, 0.01], [0.02, 0.01, -0.01], [-0.02, -0.01, -0.03], [-0.02, -0.02, -0.02], [0.00, 0.00, 0.02], [0.04, 0.00, 0.00], [0.00, -0.02, 0.00], [-0.03, 0.01, 0.02], [0.00, 0.04, 0.00], [-0.02, 0.00, -0.01], [0.01, -0.02, 0.00], [0.01, 0.00, 0.00], [-0.02, 0.00, 0.00], [0.00, -0.02, -0.04], [-0.01, 0.07, 0.05], [-0.01, -0.01, -0.01], [0.00, 0.02, 0.02], [0.02, 0.02, 0.02], [0.03, 0.00, 0.04], [-0.01, 0.00, 0.02], [0.00, 0.01, 0.00], [0.01, 0.03, -0.02], [0.00, -0.01, 0.00], [0.01, 0.02, 0.04], [-0.02, 0.01, -0.01], [0.03, 0.00, -0.02], [-0.02, 0.02, -0.02], [0.01, -0.01, 0.01], [-0.01, -0.01, 0.01], [0.00, -0.04, 0.01], [0.00, 0.00, 0.00], [0.02, 0.00, 0.00], [0.01, 0.01, -0.01], [0.05, 0.04, -0.07], [-0.02, 0.00, 0.01], [0.03, 0.01, 0.01], [-0.05, -0.02, 0.04], [-0.01, -0.02, 0.01], [-0.04, -0.04, -0.05], [0.02, 0.00, 0.00], [0.02, 0.02, 0.02], [0.01, 0.00, 0.00], [0.01, 0.00, 0.02], [0.01, 0.01, -0.05], [0.01, -0.01, 0.01], [-0.03, -0.01, 0.03], [0.00, 0.01, 0.02], [0.01, 0.01, 0.00]]
}

=====

2.
{
  "formula": "C2H8BNO2",
  "method": "ωB97M-V/def2-TZVPD",
  "homo_lumo_gap_ev": 8.906,
  "total_charge": 0,
  "de_lowest_ev": 2.426,
  "elements": ["O", "O", "N", "C", "C", "B", "H", "H", "H", "H", "H", "H", "H", "H"],
  "coordinates": [[1.969, 1.348, 0.020], [1.958, -1.016, 0.158], [-0.455, -0.063, -0.730], [-0.949, 1.143, -0.105], [-1.060, -1.191, -0.130], [1.390, 0.080, -0.173], [-2.118, -0.828, -0.277], [2.834, 1.269, 0.264], [-0.985, -2.127, -0.659], [1.555, -1.770, 0.438], [-1.859, 1.498, -0.439], [-1.072, 1.209, 0.987], [-0.909, -1.554, 0.924], [-0.301, 2.001, -0.277]],
  "atomic_forces_ev_per_a": [[-4.59, -1.47, -1.89], [3.88, 0.46, -0.05], [6.21, 1.63, 1.90], [1.45, 1.35, 0.99], [-2.61, -0.64, 0.20], [-4.97, 3.26, -1.33], [0.26, -1.36, 0.82], [3.74, -0.28, 1.13], [0.32, -0.18, -0.91], [-2.00, -3.08, 0.73], [-2.42, 0.16, -1.27], [0.24, -0.87, 0.25], [0.16, 1.18, -0.19], [0.32, -0.16, -0.38]]
}

=====

3.
{
  "formula": "C25H66FFeO9",
  "method": "ωB97M-V/def2-TZVPD",
  "homo_lumo_gap_ev": [8.608, 7.641],
  "total_charge": 0,
  "de_lowest_ev": 0.000,
  "s_squared": 8.76,
  "multiplicity": 6,
  "elements": ["Fe", "F", "O", "O", "O", "O", "O", "O", "O", "O", "O", "C", "C", "C", "C", "C", "C", "C", "C", "C", "C", "C", "C", "C", "C", "C", "C", "C", "C", "C", "C", "C", "C", "C", "C", "C", "H", "H", "H", "H", "H", "H", "H", "H", "H", "H", "H", "H", "H", "H", "H", "H", "H", "H", "H", "H", "H", "H", "H", "H", "H", "H", "H", "H", "H", "H", "H", "H", "H", "H", "H", "H", "H", "H", "H", "H", "H", "H", "H", "H", "H", "H", "H", "H", "H", "H", "H", "H", "H", "H", "H", "H", "H", "H", "H", "H", "H", "H", "H", "H", "H", "H"],
  "coordinates": [[0.265, 0.049, 0.821], [-0.322, -1.354, -0.492], [-1.387, 0.141, -2.936], [-3.977, 0.693, -0.479], [0.863, 1.795, 1.729], [3.926, 1.556, -0.825], [-0.012, 1.320, -0.925], [0.437, -3.970, -1.283], [0.435, -1.146, 2.467], [2.202, -0.233, 0.201], [-1.844, 0.603, 1.204], [0.168, -4.498, 1.057], [3.442, -1.718, -1.169], [2.360, 2.127, 3.650], [0.914, -1.566, 3.743], [0.204, -0.076, -4.648], [4.210, 3.941, -1.041], [-2.178, -1.072, -4.884], [4.021, -1.217, 1.180], [-3.339, 2.027, 2.466], [-0.161, -4.880, -0.397], [4.247, 2.740, -0.131], [-3.222, -0.535, 2.848], [1.195, 2.687, 2.754], [2.891, -1.480, 0.209], [-2.471, 0.788, 2.474], [-1.656, -4.924, -0.576], [0.009, 2.728, -1.142], [0.424, 2.985, -2.563], [-1.301, 0.084, -4.343], [-5.501, -0.490, -1.954], [5.647, 2.447, 0.557], [-1.430, 3.225, -0.865], [-3.697, -1.593, -0.559], [-4.768, -0.483, -0.638], [-0.067, -1.265, 4.859], [-4.195, -2.563, -0.576], [-2.071, -1.266, -5.951], [2.506, 2.890, 4.414], [2.859, 0.337, -0.205], [3.560, -1.012, 2.146], [1.534, 3.648, 2.367], [-2.542, 0.652, 0.546], [-5.927, 0.491, -2.160], [-1.493, 4.254, -1.218], [3.283, 1.982, 3.089], [-2.564, -1.402, 2.785], [-3.985, 2.155, 3.335], [-0.543, -0.286, 4.796], [0.775, 0.843, -4.519], [3.869, -0.817, -1.610], [4.147, -2.546, -1.237], [-4.402, 1.406, -0.960], [0.372, -0.366, -5.685], [-1.791, 3.155, 0.161], [6.399, 2.365, -0.228], [3.490, 2.800, 0.650], [-0.387, 2.691, -3.229], [4.543, -2.137, 1.444], [0.269, -3.079, -0.968], [0.193, -5.888, -0.610], [-1.607, 1.055, -4.731], [-4.832, -0.812, -2.751], [2.193, -2.245, 0.549], [-6.295, -1.234, -1.885], [-0.236, -3.516, 1.303], [0.647, -0.923, -4.124], [-3.101, -1.584, 0.353], [4.662, -0.421, 0.801], [-2.096, -5.598, 0.160], [-2.790, 2.955, 2.302], [0.346, 2.869, 3.413], [-3.559, -0.452, 3.881], [0.467, -1.343, 5.806], [0.689, 4.038, -2.651], [4.179, 1.624, -1.749], [4.594, 4.873, -0.627], [-0.308, -5.193, 1.750], [-4.040, 1.952, 1.634], [4.813, 3.757, -1.931], [-2.196, 2.681, -1.418], [-1.987, -5.316, -1.538], [0.797, 3.192, -0.548], [2.631, -2.067, -1.808], [1.221, -2.612, 3.749], [5.724, 1.562, 1.190], [-3.239, -0.894, -4.703], [2.074, 1.210, 4.165], [-1.701, 0.845, 3.243], [5.854, 3.330, 1.162], [-2.175, -3.982, -0.399], [1.212, -4.473, 1.369], [-0.797, -2.073, 4.872], [1.795, -0.986, 4.017], [-1.166, -0.716, -2.565], [1.405, 2.544, -2.737], [3.196, 4.089, -1.413], [-2.944, -1.629, -1.346], [-0.459, 0.996, -1.711], [-1.864, -2.004, -4.414], [-4.068, -0.688, 2.178], [-5.461, -0.551, 0.202]],
  "atomic_forces_ev_per_a": [[0.37, 0.36, 2.78], [0.21, 0.68, 0.49], [-0.96, 0.68, 0.47], [-0.30, 0.78, -0.25], [-0.52, -0.68, -0.96], [-0.64, -0.56, -0.91], [0.92, 0.19, 0.62], [0.63, -0.53, -0.79], [-0.17, 0.22, -1.03], [-0.86, -0.67, -0.32], [0.87, 0.19, 0.66], [-0.39, -0.21, 0.42], [-0.81, -1.11, -1.02], [-1.06, 0.84, -0.21], [-0.06, 1.91, -1.08], [-0.23, -0.52, -1.30], [0.07, 0.01, -0.48], [0.45, 0.36, -0.02], [-0.49, -1.40, 1.19], [-0.62, 0.16, -0.48], [0.00, 0.46, 1.00], [1.59, -0.91, 1.68], [0.11, 1.06, -0.15], [0.93, -2.13, 0.08], [1.04, 0.26, 0.49], [-0.17, -1.57, 1.01], [-1.14, -0.39, 0.27], [-0.99, -0.02, 0.46], [0.41, 0.71, 0.11], [1.20, -0.85, -0.51], [-0.03, -0.45, 0.13], [-0.93, 1.48, -0.66], [0.36, 0.77, -0.13], [-0.69, -0.92, 0.39], [1.99, -0.81, -0.03], [-0.17, -1.11, 0.19], [-0.09, -0.18, 0.00], [0.17, 0.38, -0.11], [0.39, 0.03, 0.21], [-0.22, 1.44, -0.20], [0.03, 0.83, 0.00], [-0.05, 0.31, -0.29], [-0.31, -0.05, -0.79], [-0.16, -0.03, -0.16], [-0.16, 0.25, 0.23], [-0.05, -0.05, -0.06], [0.20, 0.19, -0.12], [0.34, -0.20, 0.31], [0.12, -0.08, -0.19], [-0.12, -0.11, 0.45], [0.15, -0.06, 0.16], [0.30, 0.17, 0.39], [0.09, 0.28, 0.06], [-0.21, 0.16, -0.36], [0.66, 0.10, 0.17], [0.12, 0.05, -0.02], [-0.08, 0.22, 0.07], [0.44, 0.01, -0.44], [0.61, -0.04, -0.61], [-0.32, 0.67, 0.26], [0.44, 0.08, -0.18], [-0.33, -0.04, 0.09], [0.00, 0.30, -0.10], [0.12, 0.00, -0.07], [-0.18, 0.12, -0.16], [-0.07, 0.22, -0.17], [-0.07, 0.20, 0.56], [-0.25, 0.27, 0.11], [0.09, -0.17, 0.27], [0.05, -0.22, 0.16], [0.29, -0.13, 0.17], [-0.31, 0.14, 0.14], [-0.23, -0.05, 0.00], [0.01, 0.13, 0.18], [-0.64, 0.32, -0.26], [0.09, 0.02, -0.12], [-0.17, -0.15, 0.33], [-0.14, -0.17, 0.00], [-0.06, -0.06, -0.16], [0.26, -0.14, -0.11], [0.38, -0.38, -0.48], [0.30, 0.14, -0.23], [-0.47, -0.27, 0.77], [-0.19, 0.28, -0.24], [-0.21, -0.27, -0.15], [-0.56, 0.03, -0.14], [0.06, 0.00, 0.22], [-0.03, -0.08, -0.24], [0.39, 0.38, -0.41], [0.40, -0.04, 0.15], [0.37, 0.33, -0.10], [0.25, -0.11, -0.59], [-0.51, 0.29, 0.07], [0.55, 0.08, -0.32], [0.19, -0.43, 0.35], [-0.29, -0.74, -0.30], [-0.11, 0.15, 0.17], [-0.35, 0.56, -0.34], [-0.42, -1.03, -0.46], [-0.11, -0.05, 0.28], [-0.17, -0.02, 0.12], [-0.11, -0.08, 0.09]]
}

=====

| no. | E_tot (Eh) |
| --- | --- |
| 1 | -3003.96321 |
| 2 | -311.10088 |
| 3 | -3032.83735 |